# 1
This record from the OMol25 dataset describes a structure of composition C35H23Cl4N9O2SSn. The level of theory is the ωB97M-V functional and the def2-TZVPD basis.

Results
Multiplicity: 1
Kohn-Sham gap (eV): 4.61
Electronic energy (eV): -120931.343
Total charge: -2
HOMO level (eV): -1.2
Relative energy (zero: lowest compared OMol25 entry of this formula, charge and spin) (kcal per mole): 82.2

```
75
C35H23Cl4N9O2SSn the ωB97M-V functional and the def2-TZVPD basis
C 3.5172 6.0483 -1.9277
N -3.2012 -3.9089 2.5334
C 5.3732 4.6060 -0.4459
C 5.7751 5.7586 -1.1390
N 5.6769 -2.8065 0.4242
N 8.1831 6.6135 -1.0691
O -1.0329 0.1746 2.3544
C -0.9447 -0.0510 -3.4016
H 5.1333 7.3492 -2.4369
C -0.7490 0.7082 4.6186
H -5.1171 -3.7426 4.3787
C -3.4861 -2.8855 -1.6044
C -0.0538 1.3498 5.6431
N -0.0644 3.4058 -0.7185
H 3.7709 3.2956 0.0370
H 0.9722 5.5781 -2.9409
C 2.4105 -1.6951 -0.1419
C -1.8757 -1.0129 -2.8113
H 1.7184 1.8359 -2.5862
C 4.8245 6.4718 -1.8850
C -2.9300 -1.8057 -0.9362
C -2.5206 -7.7813 1.1373
H 2.7927 6.6196 -2.4884
H -3.0940 -1.6707 0.1239
C -4.1772 -4.8099 2.7830
H 6.1068 4.0419 0.1107
C 0.7976 4.8842 -2.1454
C 3.1148 4.8993 -1.2381
O 1.2069 1.6183 1.7335
C 0.9655 1.3521 -3.1967
H -1.2985 4.2372 -2.2341
C -2.7980 -6.4050 1.6603
C 1.0556 2.1046 5.3301
C 1.0471 1.4771 -4.5709
C 7.1026 6.2106 -1.0974
N -1.8629 -5.5192 1.4595
C 0.8151 1.5306 2.9541
N 3.3158 -2.5441 -0.0812
H 0.0768 1.0490 -6.4452
C 4.0650 4.1838 -0.4961
C -2.4046 -2.0725 -3.5642
C 0.0704 0.9036 -5.3705
N -2.1671 -0.8982 -1.5133
Sn -0.1837 0.4862 0.0498
C -4.0084 -6.0961 2.3395
H -4.7594 -6.8512 2.5142
H -5.9986 -5.1832 3.8393
C -0.9152 0.1347 -4.7881
Cl -0.6023 1.2488 7.2809
H 1.6745 3.1193 0.3925
C -0.3668 0.7545 3.2796
Cl 1.9138 2.9582 6.5692
C -5.3950 -4.3389 3.5108
S -0.7960 -3.1461 1.7835
Cl 2.8323 3.1838 3.6094
H -1.6675 -0.3162 -5.4249
C -3.2192 -3.0057 -2.9607
Cl -2.1706 -0.2023 5.0098
H -3.2075 -8.5167 1.5495
H -2.1439 -2.1914 -4.6043
H -1.4943 -8.0541 1.3749
C 4.5563 -2.6132 0.2072
C -0.0305 0.6113 -2.5696
H -3.2563 -2.9627 2.8933
N 1.4652 -1.0209 -0.3186
C -1.9916 -4.2603 1.9032
H -3.6327 -3.8248 -3.5376
C 1.1900 3.5942 -0.4322
H -6.0015 -3.7113 2.8557
C 1.4623 2.1881 3.9975
C -0.3240 4.2029 -1.7889
H -4.0797 -3.6233 -1.0829
N 1.7857 4.4850 -1.2730
H 1.8603 2.0307 -5.0255
H -2.6058 -7.7772 0.0506
```

***

# 2
This record from the OMol25 dataset describes a structure of composition C35H24Cl6MnN6O6S2. The level of theory is the ωB97M-V functional and the def2-TZVPD basis.

Results
Multiplicity: 6
Kohn-Sham gap (spin up / spin down) (eV): 6.05 / 6.15
Electronic energy (eV): -186031.989
<S²>: 8.754
Total charge: -2
HOMO level (spin up / spin down) (eV): -2.1 / -2.2
Relative energy (zero: lowest compared OMol25 entry of this formula, charge and spin) (kcal per mole): 0.0

```
80
C35H24Cl6MnN6O6S2 the ωB97M-V functional and the def2-TZVPD basis
O 1.1995 0.5006 3.2148
Cl -0.6401 3.8571 2.6453
Cl 1.9162 4.5940 4.2266
H 3.3837 5.8158 -1.3987
H 1.5481 -6.2407 5.3081
C 0.9570 2.7610 0.7568
Mn -0.1217 -0.3406 -0.6296
H 2.9113 4.0278 -5.2587
C 3.3124 4.9689 -3.3737
C 2.4927 4.3681 -4.3185
H -0.9333 4.4293 -1.5835
C 1.4349 -3.1349 -4.0724
C 2.2521 2.4604 0.2839
C 0.6512 -4.3935 4.6592
H -2.9048 -0.2528 -2.2569
H 0.9937 5.4548 -0.9463
Cl 4.7273 3.8502 3.1111
C 2.0436 3.7753 2.7065
O -0.8118 -4.8071 -1.1194
H -5.3716 -0.3496 -1.8408
H -0.3513 -3.0769 1.6917
H 0.3614 -1.7915 -6.9754
N -1.4512 3.2756 -3.1111
C -3.6014 -0.5359 3.6745
H -0.2007 -6.3189 5.1110
C -3.2981 -0.2944 -1.2471
C 1.3358 -2.0835 4.4551
C 1.1423 4.1692 -4.0733
S 0.8208 -0.5163 2.2607
C 0.1496 -0.8920 -5.0537
O -2.3308 -3.6261 0.2478
O -0.3711 -2.5765 -0.5266
C 3.3973 2.7859 0.9958
C 0.5857 4.5728 -2.8592
N -0.2664 1.1647 -3.3929
C -5.1248 -0.4361 0.2828
C 1.0483 -2.1297 -3.2078
N -2.4160 -0.3014 -0.2823
C 0.3757 -0.9860 -3.6692
H 4.3710 5.0952 -3.5621
C 0.7588 -2.0297 3.1950
C -4.6846 -0.3561 -1.0056
C -2.8361 -0.3751 1.0093
Cl -1.4343 -3.5378 -0.8761
H -5.6232 -0.5955 2.9733
C 2.7572 5.3727 -2.1643
C 3.3016 3.4451 2.2176
C -4.1975 -0.4491 1.3490
Cl 4.9585 2.3897 0.3688
H -0.3567 -0.0211 -5.4462
C 0.9031 3.4413 1.9896
C -2.2322 -0.4561 3.3512
C 0.0646 -4.3104 3.4005
C 0.5590 -1.8992 -5.9137
H 1.5048 -3.8257 -6.1163
H -1.4924 -0.4388 4.1414
H -6.1846 -0.4953 0.5071
C 0.6190 -5.6804 5.4407
H 1.8072 -1.1960 4.8555
C -0.7967 2.2035 -3.0922
H 1.2626 -2.2333 -2.1510
C 1.2834 -3.2660 5.1774
C 1.1988 -3.0365 -5.4405
H 0.5193 3.6794 -4.8095
Cl 2.4107 1.6637 -1.2341
N -0.7774 4.4348 -2.5872
N -0.0398 -0.0302 -2.7545
H 0.4986 -5.4925 6.5090
N -0.5569 -0.3293 1.5515
H -0.4492 -5.1690 2.9835
H 1.9334 -4.0072 -3.6655
O -2.1257 -3.0709 -2.0409
S -0.4740 2.3382 -0.1109
O 1.7228 -0.7200 1.1258
C -1.8257 -0.3875 2.0348
H -3.8818 -0.5961 4.7201
C 0.1159 -3.1369 2.6644
C -4.5729 -0.5347 2.7137
H 1.7332 -3.3114 6.1639
C 1.4126 5.1771 -1.9071
```

***

# 3
This record from the OMol25 dataset describes a structure of composition C35H24N6O6W. The level of theory is the ωB97M-V functional and the def2-TZVPD basis.

Results
Multiplicity: 1
Kohn-Sham gap (eV): 5.24
Electronic energy (eV): -59722.818
Total charge: +2
HOMO level (eV): -13.9
Relative energy (zero: lowest compared OMol25 entry of this formula, charge and spin) (kcal per mole): 31.4

```
72
C35H24N6O6W the ωB97M-V functional and the def2-TZVPD basis
C -2.2099 -2.4638 -0.9103
H 0.0511 -0.9574 -2.5530
H 0.7822 -2.8318 5.6474
H 1.9779 0.7652 -2.0167
O 1.3802 -3.4208 1.5609
C 0.6960 2.4846 -0.5614
C -1.0608 1.6363 3.3202
C 1.2568 -2.3078 1.1415
C -3.7510 -3.4962 -2.5499
C 3.7773 -0.3297 -1.6061
O 2.5416 2.7423 0.9710
C -1.3999 1.6738 1.9448
H -0.0459 4.6406 -3.0507
N -2.0687 -0.9609 2.5303
C -1.3226 2.7113 4.1674
C 0.8342 3.5830 -1.3970
H -2.4198 -1.9261 2.5167
C 0.5801 0.4355 4.7957
O -2.3484 0.3251 -0.1998
H -2.8477 -4.2663 -4.3462
C 1.0485 -0.7180 5.4024
N -0.3358 1.6297 -0.6920
C 2.4398 -0.0123 -1.4193
N -1.1195 -1.6934 -0.9083
C -1.3153 1.8874 -1.5832
C -4.9008 -4.8135 -4.1946
O -3.4094 0.7904 -2.1289
C -0.4677 0.3906 3.8745
H -6.9548 -4.0398 -1.6068
H -2.4009 2.9076 0.4754
H -2.1555 4.6770 4.3312
C -1.0345 -0.8679 3.5793
C -1.2389 2.9589 -2.4616
C -3.7476 -4.1923 -3.7563
H -2.8595 -0.3450 2.7708
N -2.5958 -2.7798 -2.1530
W -0.5995 0.0361 0.7839
H 3.8848 -2.8905 0.5973
C -2.0612 2.8310 1.5085
C -1.9550 3.8418 3.6799
H -2.0432 3.1391 -3.1599
C -2.5029 0.9394 -1.3627
C 0.4446 -1.9388 5.1447
O 0.2554 -1.4853 1.4432
H -2.6960 -2.8055 -0.0143
C -1.7066 -2.1951 -3.0060
H 1.8816 -0.6562 6.0842
H -4.9062 -5.3436 -5.1347
C -6.0605 -4.7456 -3.4225
C -0.6023 -2.0116 4.2360
H -1.7883 -2.2762 -4.0690
C -6.0537 -4.0740 -2.1992
H 4.3657 0.2253 -2.3194
C 4.3330 -1.3629 -0.8642
N -8.2471 -5.7702 -4.2773
H 1.0309 1.3923 5.0176
O 1.0658 1.0658 1.2625
C -0.1318 3.8003 -2.3785
C 1.5708 2.1225 0.6532
H -1.0622 -2.9676 4.0252
N 1.6573 -0.6305 -0.5324
C -7.2657 -5.3316 -3.8888
H 1.6684 4.2526 -1.2551
H -2.8609 4.7604 1.9697
H -1.0506 2.6570 5.2104
C -4.9020 -3.4475 -1.7664
H -4.9112 -2.8958 -0.8389
C 2.1997 -1.6454 0.1668
C -0.8068 -1.5209 -2.2374
C -2.3444 3.8950 2.3533
C 3.5164 -2.0580 0.0180
H 5.3771 -1.6204 -0.9715
```